Density functional theory data (ωB97M-V with the def2-TZVPD basis set) for 12 unconnected molecules or ions with the total composition C48H87N5O14S7 in a non-equilibrium geometry.

* SMILES: O=S1(=O)CCCC1.O=S1(=O)CCCC1.O=S1(=O)CCCC1.O=S1(=O)CCCC1.O=S1(=O)CCCC1.O=S1(=O)CCCC1.O=S1(=O)CCCC1.c1cc[nH]c1.c1cc[nH]c1.CCCC#N.CCCC#N.CCCC#N
* frontier orbital gap: 8.355 eV

The geometry in XYZ format:
```
161
C48H87N5O14S7 (ωB97M-V with the def2-TZVPD basis set)
O 31.77184 -13.55560 33.27417
S 32.22978 -13.33309 31.91980
O 33.59583 -12.96499 31.61932
C 31.79636 -14.78056 30.85174
C 30.84476 -14.23298 29.76627
C 30.03874 -13.04154 30.34296
C 31.08492 -12.21193 31.06034
H 31.28737 -15.39440 31.58802
H 32.70292 -15.17879 30.40603
H 31.39307 -13.86903 28.89719
H 30.11787 -14.93485 29.35498
H 29.23611 -13.28383 31.04246
H 29.56535 -12.43271 29.57328
H 30.82821 -11.44498 31.78755
H 31.69756 -11.71706 30.30083
O 29.53162 -16.21786 33.04879
S 30.18525 -17.50717 33.17449
O 31.63315 -17.58572 33.25796
C 29.50496 -18.61874 34.43247
C 29.30860 -19.98081 33.77579
C 28.95850 -19.74687 32.30242
C 29.61776 -18.46991 31.72478
H 28.55214 -18.12616 34.64199
H 30.11532 -18.67405 35.33002
H 30.22188 -20.57304 33.83471
H 28.52817 -20.46857 34.35747
H 27.87989 -19.63591 32.18106
H 29.22382 -20.62252 31.71239
H 28.88682 -17.81846 31.25512
H 30.43243 -18.72215 31.05117
O 37.28359 -13.20606 33.47498
S 36.64665 -13.36590 34.75608
O 37.06118 -12.58738 35.91166
C 34.82376 -13.28482 34.57796
C 34.42191 -13.87062 35.93429
C 35.24870 -15.20587 36.09877
C 36.54507 -15.07729 35.30962
H 34.72290 -13.93842 33.70911
H 34.42464 -12.32279 34.26846
H 34.56565 -13.13117 36.71733
H 33.36213 -14.04649 35.80627
H 34.67866 -16.09925 35.85874
H 35.52522 -15.26894 37.15234
H 36.46624 -15.65262 34.38630
H 37.44154 -15.25914 35.89573
O 28.43440 -13.48447 27.61069
S 27.02682 -13.11410 27.56681
O 26.00916 -14.13296 27.68888
C 26.82564 -11.86034 28.81867
C 27.35543 -10.56454 28.18972
C 26.88908 -10.57828 26.71149
C 26.75037 -12.01756 26.15146
H 27.39050 -12.15585 29.70386
H 25.77888 -11.91484 29.12353
H 26.91745 -9.86054 28.89846
H 28.43091 -10.52638 28.34547
H 27.64794 -10.06549 26.11867
H 26.00761 -9.94546 26.62469
H 27.43280 -12.36511 25.38133
H 25.70338 -12.11302 25.86702
O 31.96504 -10.90653 24.57539
S 30.87467 -11.71051 25.07889
O 29.64161 -11.06683 25.52511
C 30.47950 -13.14949 24.00162
C 30.16153 -14.31315 24.92866
C 31.35152 -14.23978 25.87506
C 31.41835 -12.83821 26.42220
H 31.46646 -13.11296 23.52027
H 29.83460 -12.92738 23.15092
H 29.32188 -14.04806 25.57922
H 29.91335 -15.27386 24.48664
H 32.33860 -14.49100 25.47791
H 31.25579 -14.93459 26.71583
H 32.39095 -12.44966 26.74502
H 30.83757 -12.57345 27.30866
O 35.38276 -14.41116 28.89621
S 35.22290 -13.02699 28.52413
O 33.92215 -12.50702 28.14421
C 35.93576 -12.04684 29.87764
C 37.07549 -11.22760 29.27586
C 37.66370 -12.13510 28.17932
C 36.51587 -12.52624 27.31242
H 36.24070 -12.67945 30.70912
H 35.14682 -11.38705 30.21319
H 36.64952 -10.35630 28.77884
H 37.77457 -10.91576 30.04772
H 38.32905 -12.95502 28.45586
H 38.41250 -11.53027 27.65180
H 36.60566 -13.34589 26.59933
H 36.04372 -11.73276 26.72836
O 29.35583 -18.87837 28.26874
S 27.96334 -18.51597 28.26411
O 27.11874 -18.75588 29.41719
C 27.81160 -16.78116 27.86798
C 28.08026 -16.81392 26.31997
C 27.08385 -17.86008 25.79395
C 27.08576 -19.07778 26.68545
H 28.58996 -16.22932 28.39135
H 26.82513 -16.45330 28.18360
H 27.82315 -15.79297 26.04487
H 29.13471 -17.06763 26.22958
H 27.44702 -18.21564 24.82700
H 26.12496 -17.34962 25.78656
H 27.55074 -20.03545 26.46340
H 26.05544 -19.29106 26.97153
C 36.96403 -17.36225 32.34383
C 36.24987 -16.30674 31.77138
C 34.91011 -16.50945 32.03039
N 34.77883 -17.74808 32.60132
C 36.03106 -18.22279 32.90770
H 38.04058 -17.40497 32.37413
H 36.59594 -15.42624 31.25344
H 34.05724 -15.87248 31.87976
H 33.90765 -18.21132 32.80142
H 36.17073 -19.19458 33.35138
C 28.70129 -9.87217 31.13182
C 27.81173 -8.80926 31.37259
C 27.10216 -9.12131 32.51787
N 27.63317 -10.28168 33.03017
C 28.52279 -10.78407 32.13213
H 29.37261 -9.96614 30.29184
H 27.61186 -7.88023 30.86235
H 26.31842 -8.62941 33.06912
H 27.34763 -10.86567 33.79835
H 29.03765 -11.71332 32.28587
C 30.98480 -13.37415 38.47815
C 30.59620 -14.34356 37.36599
C 30.88548 -13.81390 35.96375
C 29.99802 -12.69276 35.64317
N 29.29170 -11.82710 35.37558
H 30.45427 -12.41899 38.38956
H 32.02290 -13.06949 38.32443
H 30.74424 -13.68688 39.49150
H 29.51601 -14.51520 37.38826
H 31.07691 -15.30988 37.52308
H 30.79516 -14.61052 35.22590
H 31.91376 -13.48103 35.89018
C 32.67645 -17.61727 27.77505
C 34.07714 -17.65521 28.36202
C 34.40114 -18.84925 29.34294
C 34.53990 -20.11268 28.62467
N 34.74646 -21.07919 28.03843
H 32.42729 -18.53868 27.24487
H 32.49530 -16.77442 27.10594
H 31.88588 -17.51825 28.52728
H 34.32946 -16.76851 28.94369
H 34.79217 -17.73615 27.54281
H 33.80460 -18.89286 30.24991
H 35.39249 -18.51542 29.66187
C 34.01402 -9.92855 28.88021
C 34.20740 -8.57633 28.21514
C 33.04862 -7.58386 28.53939
C 31.75549 -8.19062 28.22763
N 30.73432 -8.65090 27.97819
H 33.27330 -10.56227 28.40916
H 33.69127 -9.75471 29.91194
H 34.91378 -10.57769 28.81108
H 34.11051 -8.77599 27.14464
H 35.12147 -8.03660 28.45504
H 33.12869 -6.67146 27.94944
H 33.02355 -7.32569 29.59977
```

Atomic partial charges in e from the Löwdin method, atoms 1 to 99: atom 1 (O): -0.31, atom 2 (S): 0.71, atom 3 (O): -0.33, atom 4 (C): -0.17, atom 5 (C): -0.17, atom 6 (C): -0.21, atom 7 (C): -0.23, atom 8 (H): 0.06, atom 9 (H): 0.08, atom 10 (H): 0.09, atom 11 (H): 0.10, atom 12 (H): 0.11, atom 13 (H): 0.08, atom 14 (H): 0.08, atom 15 (H): 0.10, atom 16 (O): -0.33, atom 17 (S): 0.69, atom 18 (O): -0.35, atom 19 (C): -0.22, atom 20 (C): -0.21, atom 21 (C): -0.20, atom 22 (C): -0.20, atom 23 (H): 0.11, atom 24 (H): 0.11, atom 25 (H): 0.12, atom 26 (H): 0.12, atom 27 (H): 0.11, atom 28 (H): 0.12, atom 29 (H): 0.08, atom 30 (H): 0.10, atom 31 (O): -0.34, atom 32 (S): 0.68, atom 33 (O): -0.33, atom 34 (C): -0.22, atom 35 (C): -0.20, atom 36 (C): -0.17, atom 37 (C): -0.22, atom 38 (H): 0.07, atom 39 (H): 0.11, atom 40 (H): 0.11, atom 41 (H): 0.06, atom 42 (H): 0.11, atom 43 (H): 0.11, atom 44 (H): 0.07, atom 45 (H): 0.11, atom 46 (O): -0.33, atom 47 (S): 0.69, atom 48 (O): -0.33, atom 49 (C): -0.23, atom 50 (C): -0.19, atom 51 (C): -0.19, atom 52 (C): -0.19, atom 53 (H): 0.08, atom 54 (H): 0.11, atom 55 (H): 0.10, atom 56 (H): 0.08, atom 57 (H): 0.09, atom 58 (H): 0.11, atom 59 (H): 0.08, atom 60 (H): 0.10, atom 61 (O): -0.33, atom 62 (S): 0.71, atom 63 (O): -0.35, atom 64 (C): -0.22, atom 65 (C): -0.20, atom 66 (C): -0.22, atom 67 (C): -0.23, atom 68 (H): 0.10, atom 69 (H): 0.10, atom 70 (H): 0.07, atom 71 (H): 0.11, atom 72 (H): 0.13, atom 73 (H): 0.09, atom 74 (H): 0.07, atom 75 (H): 0.08, atom 76 (O): -0.32, atom 77 (S): 0.71, atom 78 (O): -0.36, atom 79 (C): -0.24, atom 80 (C): -0.18, atom 81 (C): -0.23, atom 82 (C): -0.21, atom 83 (H): 0.10, atom 84 (H): 0.06, atom 85 (H): 0.10, atom 86 (H): 0.13, atom 87 (H): 0.12, atom 88 (H): 0.12, atom 89 (H): 0.11, atom 90 (H): 0.11, atom 91 (O): -0.32, atom 92 (S): 0.68, atom 93 (O): -0.35, atom 94 (C): -0.23, atom 95 (C): -0.20, atom 96 (C): -0.21, atom 97 (C): -0.18, atom 98 (H): 0.08, atom 99 (H): 0.09


Density functional theory data (ωB97M-V with the def2-TZVPD basis set) for 3 unconnected molecules or ions with the total composition C6H10N5O2 in a non-equilibrium geometry.

* ΔE to the lowest compared entry with this formula, charge and spin: 28.46 kJ/mol
* total charge: +1
* frontier orbital gap: 10.433 eV

The geometry in XYZ format:
```
23
C6H10N5O2 (ωB97M-V with the def2-TZVPD basis set)
C 1.43451 0.76262 -0.55837
C -1.39345 2.30458 -3.45825
C -0.98318 -1.79307 1.81682
C 0.84407 1.76566 1.21305
C 1.61555 0.36134 -1.96896
C -1.68174 -3.42008 3.57772
N 0.70256 1.76909 -0.13283
N -1.69752 2.31103 -4.59168
N -1.17760 -2.26652 2.89878
N 1.65047 0.80507 1.59659
N 2.02751 0.18615 0.51516
O -1.01616 2.25579 -2.36410
O -0.53581 -1.20717 0.87816
H 0.36182 2.57261 1.77106
H 0.75787 0.87833 -2.54573
H 1.29705 -0.70352 -2.02349
H 2.57253 0.33559 -2.52553
H -2.40954 -4.04545 3.05289
H -1.00970 -4.07345 4.05473
H -2.22007 -3.04221 4.44868
H 0.32105 2.37626 -0.79476
H -1.93188 2.58788 -5.48849
H 2.47167 -0.72055 0.62856
```

How positive or negative is each atom? The Löwdin charges in e answer that: atom 1 (C): -0.28, atom 2 (C): -0.40, atom 3 (C): -0.30, atom 4 (C): -0.08, atom 5 (C): 0.03, atom 6 (C): -0.09, atom 7 (N): 0.20, atom 8 (N): 0.28, atom 9 (N): 0.10, atom 10 (N): 0.10, atom 11 (N): 0.10, atom 12 (O): 0.11, atom 13 (O): 0.08, atom 14 (H): 0.15, atom 15 (H): 0.10, atom 16 (H): 0.11, atom 17 (H): 0.11, atom 18 (H): 0.10, atom 19 (H): 0.07, atom 20 (H): 0.09, atom 21 (H): 0.12, atom 22 (H): 0.09, atom 23 (H): 0.20